Here is a gas-phase ion, C4H5N2S2 (charge -1) in a non-equilibrium geometry from OMol25. Energies are from ωB97M-V with the def2-TZVPD basis set.

Structure (XYZ):
```
13
Properties=species:S:1:pos:R:3:forces:R:3:mulliken_charge:R:1
C -0.463 -0.006 -0.204 -0.636 -0.256 0.518 -0.57
C -1.307 2.488 -0.188 -0.524 0.012 0.114 0.40
C 1.562 -1.259 0.252 0.102 0.237 -2.835 -1.24
C 0.423 -1.152 -0.778 0.497 5.145 0.730 -0.20
N -2.046 2.152 0.716 1.454 0.673 -1.463 0.09
N -2.152 1.146 1.479 -1.799 -2.778 2.951 -0.74
S -0.734 3.581 -1.195 0.749 0.731 -1.127 -0.47
S -1.425 -0.303 1.066 0.747 1.342 -1.249 0.06
H 2.188 -0.384 0.373 -0.180 0.300 -0.229 0.33
H 2.128 -2.065 -0.089 1.791 -1.343 -0.610 0.37
H 1.233 -1.578 1.154 -1.382 -0.595 2.990 0.45
H -0.227 -1.962 -0.858 -0.328 -1.933 -0.628 0.37
H 0.822 -0.660 -1.729 -0.491 -1.535 0.836 0.15
```
Positions in Å, forces in eV/Å.

As for the highest occupied orbital energy: -2.53 eV. The LUMO energy is 3.5 eV. The orbital gap comes out at 0.2209 hartree. The total charge is -1.

=====

Here is C4H5N3 in the gas phase in a non-equilibrium geometry from OMol25. Energies are from ωB97M-V with the def2-TZVPD basis set.

Structure (XYZ):
```
12
Properties=species:S:1:pos:R:3:forces:R:3:mulliken_charge:R:1
H -2.244 -1.702 0.079 -1.336 3.434 -0.418 0.35
N -2.459 -0.550 0.009 0.305 -4.069 0.738 -0.59
C -1.274 -0.165 0.020 3.502 2.858 -0.944 0.51
C -0.672 1.306 0.018 2.331 -1.623 0.805 -0.06
N 0.662 1.315 -0.118 -3.526 -1.439 0.351 -0.51
C 0.998 -0.176 -0.177 -6.045 -0.447 1.443 0.57
C 2.347 -0.564 0.162 2.954 0.880 -4.008 -0.97
N -0.106 -0.938 -0.038 3.437 0.067 -0.725 -0.60
H -1.273 2.075 0.497 0.325 0.621 -0.922 0.36
H 2.798 -1.550 -0.040 -1.278 -0.174 1.460 0.36
H 3.076 -0.103 -0.616 -1.305 0.206 0.767 0.30
H 2.570 0.088 0.970 0.638 -0.315 1.454 0.28
```
Positions in Å, forces in eV/Å.

As for the highest occupied orbital energy: -10.25 eV. The LUMO energy is -1.0 eV. The orbital gap comes out at 0.3383 hartree. The SMILES is [H]/N=C1/C=NC(C)=N1.

=====

Here is C4H5N3 in the gas phase in a non-equilibrium geometry from OMol25. Energies are from ωB97M-V with the def2-TZVPD basis set.

Structure (XYZ):
```
12
Properties=species:S:1:pos:R:3:forces:R:3:mulliken_charge:R:1
H -2.352 -0.631 -0.053 -0.190 0.018 -0.403 0.22
N -1.341 -0.624 -0.024 -0.146 0.172 -0.443 -0.48
C -0.756 -0.120 -1.024 -0.164 -0.082 0.260 0.05
C 0.771 0.062 -0.969 -0.039 0.029 -0.084 -0.65
N 1.231 -0.788 0.101 -0.272 0.102 0.333 -0.43
C 0.749 -0.508 1.243 0.363 -0.124 -0.035 -0.12
C 0.187 0.804 1.587 -0.142 0.968 0.031 0.47
N -0.162 1.896 1.755 0.335 -1.133 0.011 -0.44
H -1.273 0.258 -1.910 0.101 -0.044 0.023 0.38
H 1.246 -0.222 -1.915 -0.175 0.007 0.169 0.35
H 0.959 1.138 -0.815 -0.052 -0.157 0.024 0.29
H 0.740 -1.265 2.023 0.381 0.243 0.115 0.36
```
Positions in Å, forces in eV/Å.

As for the highest occupied orbital energy: -10.10 eV. The LUMO energy is 0.4 eV. The orbital gap comes out at 0.3854 hartree. The SMILES is [H]/N=C/C/N=C\C#N.

=====

Here is a molecular structure, C4H5N3 in a non-equilibrium geometry from OMol25. Energies are from ωB97M-V with the def2-TZVPD basis set.

Structure (XYZ):
```
12
Properties=species:S:1:pos:R:3:forces:R:3:mulliken_charge:R:1
N -0.850 1.131 1.798 -0.157 0.339 -0.320 -0.36
C -0.149 0.917 0.653 -0.433 -1.947 -0.976 0.39
N 1.064 0.547 0.669 -0.740 0.063 -0.050 -0.56
C 1.498 -0.174 -0.419 0.117 -0.167 -0.697 -0.05
C 0.671 -0.851 -1.237 0.765 -0.364 0.093 -0.33
C -0.782 -0.901 -1.063 0.349 1.253 0.240 -0.10
N -1.256 0.235 -0.737 -0.531 0.007 2.910 -0.49
H -1.647 1.739 1.853 -0.105 -0.156 -0.336 0.22
H -0.734 0.467 2.558 0.127 0.379 -0.398 0.23
H 2.566 -0.170 -0.598 -0.044 0.171 -0.095 0.40
H 1.025 -1.127 -2.221 0.304 -0.653 0.144 0.31
H -1.404 -1.814 -1.258 0.346 1.073 -0.515 0.33
```
Positions in Å, forces in eV/Å.

As for the highest occupied orbital energy (alpha / beta): -8.69 / -8.69 eV. The LUMO energy (alpha / beta) is 0.0 / 0.0 eV. The orbital gap (alpha / beta) comes out at 0.3198 / 0.3198 hartree.

=====

Here is C4H5N3 in the gas phase in a non-equilibrium geometry from OMol25. Energies are from ωB97M-V with the def2-TZVPD basis set.

Structure (XYZ):
```
12
Properties=species:S:1:pos:R:3:forces:R:3:mulliken_charge:R:1
C 0.978 0.998 0.580 1.829 2.185 -0.373 -0.14
N 1.146 0.251 1.606 -1.546 0.207 -1.931 -0.32
N 0.488 -0.998 1.435 0.955 -2.521 0.941 -0.40
C 0.175 -1.509 0.311 -0.182 0.583 -0.985 0.13
N -0.182 -0.697 -0.850 -0.074 -1.788 0.129 -0.44
C -1.279 0.250 -0.548 -2.691 -0.395 -0.602 -0.29
C 0.090 0.719 -0.630 1.754 0.536 2.303 0.02
H 1.778 1.892 0.527 -2.233 -1.787 0.013 0.29
H 0.247 -2.651 0.084 -0.675 2.203 0.817 0.33
H -1.856 0.081 0.397 1.098 0.405 -0.666 0.25
H -2.023 0.469 -1.410 1.650 -0.431 1.319 0.23
H 0.438 1.196 -1.500 0.115 0.802 -0.965 0.33
```
Positions in Å, forces in eV/Å.

As for the highest occupied orbital energy: -8.91 eV. The LUMO energy is 0.3 eV. The orbital gap comes out at 0.3396 hartree. The SMILES is C1=NN=CN2C[C@@H]12.

=====

Here is C4H5N3 in the gas phase in a non-equilibrium geometry from OMol25. Energies are from ωB97M-V with the def2-TZVPD basis set.

Structure (XYZ):
```
12
Properties=species:S:1:pos:R:3:forces:R:3:mulliken_charge:R:1
H 1.432 1.819 -1.150 -0.026 -0.039 -0.089 0.24
N 0.698 1.298 -0.676 0.057 -0.279 -0.352 -0.52
C 0.422 0.215 -1.268 0.047 0.176 0.138 0.05
C -0.603 -0.749 -0.687 0.004 -0.028 -0.068 -0.67
N -1.396 -0.072 0.315 0.290 0.089 0.338 -0.45
C -0.812 0.246 1.393 -0.268 -0.014 -0.144 0.02
C 0.527 -0.200 1.769 0.889 -0.439 0.219 0.33
N 1.564 -0.626 2.057 -1.025 0.443 -0.221 -0.39
H 0.905 -0.124 -2.193 -0.048 0.053 0.091 0.38
H -1.259 -1.121 -1.481 0.121 0.101 0.106 0.35
H -0.051 -1.615 -0.285 -0.048 0.135 -0.040 0.31
H -1.323 0.885 2.110 0.006 -0.198 0.022 0.36
```
Positions in Å, forces in eV/Å.

As for the highest occupied orbital energy: -10.36 eV. The LUMO energy is 0.2 eV. The orbital gap comes out at 0.3879 hartree. The SMILES is [H]/N=C/C/N=C\C#N.

=====

In order of appearance, total energy = -28876.1650; -8696.3334; -8697.2019; -8695.7231; -8695.1890; -8697.5201 eV.
In order of appearance, M = 145.23; 95.11; 95.10; 95.10; 95.11; 95.10 g/mol.
In order of appearance, relative energy (zero: lowest compared OMol25 entry of this formula, charge and spin) = 87.8; 80.2; 60.2; 94.3; 106.6; 52.9 kcal per mole.